34
Properties=species:S:1:pos:R:3:forces:R:3:nbo_charge:R:1 method="wB97M-V/def2-TZVPD" molar_mass_g_mol=440.4 de_lowest_ev=0.000 charge=-2 homo_ev=0.203 max_force_ev_per_a=1.2 gap_ev=4.631
H -2.2347 1.2583 3.0113 0.2 -0.4 -0.2 0.226
H -2.1000 2.1342 -2.4400 0.1 -0.1 0.1 0.190
C 1.0765 -0.3646 4.2592 -0.1 0.4 0.5 -0.209
H -0.8319 0.3004 -3.9272 0.1 0.0 0.0 0.211
Sn -0.8890 -0.7682 0.6062 -1.0 0.1 -0.5 1.187
C -2.8271 -1.0313 -1.5939 0.3 0.4 -0.3 -0.430
C -0.1540 -0.9444 4.6056 -0.1 0.0 -0.2 -0.265
C -1.9414 -1.1939 -2.7041 -0.2 0.6 0.3 -0.349
H 3.1459 -0.0656 -0.1777 0.2 0.0 -0.2 0.182
C 1.1148 0.7930 3.4830 -0.3 -0.9 -0.4 -0.251
C 2.1466 -0.2827 -3.3632 0.4 0.3 0.5 -0.370
H 2.0071 -0.8563 4.5507 -0.2 0.3 0.2 0.205
H -1.6685 -2.1376 -3.1628 0.1 0.1 0.1 0.192
H 1.9685 -0.7713 -4.3178 -0.2 0.0 0.1 0.168
C 1.9741 1.1026 -3.0818 0.9 -0.4 0.1 -0.368
C -1.3490 -0.3748 4.1536 0.2 0.1 0.8 -0.228
C -2.1946 1.0602 -2.3340 -0.1 -0.8 0.1 -0.337
H -0.1820 -1.8276 5.2434 0.0 0.1 -0.3 0.197
Cl 0.8917 -2.3766 0.9568 0.5 -0.3 0.1 -0.696
C 2.7134 -0.9026 -2.2146 -0.4 0.9 0.1 -0.368
H -3.6188 0.8465 -0.6228 0.1 -0.1 0.0 0.189
Se 0.0364 1.7126 1.0056 0.2 1.0 0.0 -0.249
H -2.3036 -0.8375 4.4044 0.2 0.2 0.1 0.201
C 2.8811 0.1061 -1.2191 0.0 0.1 -0.7 -0.379
C -1.5409 0.0919 -3.1414 -0.7 -0.1 0.5 -0.318
H 2.5728 2.3272 -1.2996 -0.2 -0.1 0.0 0.176
H -3.3476 -1.8323 -1.0731 0.1 0.1 -0.1 0.191
C -2.9780 0.3770 -1.3645 0.2 -0.1 -0.5 -0.402
H 1.5465 1.8380 -3.7568 0.1 0.0 0.0 0.170
C -1.3249 0.7624 3.3499 0.6 -0.4 -0.5 -0.294
C -0.0754 1.1773 2.8279 -0.1 0.3 0.4 -0.198
H 2.9216 -1.9591 -2.0827 -0.1 0.1 0.0 0.176
H 2.0574 1.2788 3.2074 -0.4 -0.5 -0.2 0.222
C 2.5069 1.3596 -1.7880 -0.5 -0.8 -0.1 -0.372